{"formula": "C26H46Cl2FNO10S", "method": "ωB97M-V/def2-TZVPD", "species": ["Cl", "Cl", "S", "F", "O", "O", "O", "O", "O", "O", "O", "O", "O", "O", "N", "C", "C", "C", "C", "C", "C", "C", "C", "C", "C", "C", "C", "C", "C", "C", "C", "C", "C", "C", "C", "C", "C", "C", "C", "C", "C", "H", "H", "H", "H", "H", "H", "H", "H", "H", "H", "H", "H", "H", "H", "H", "H", "H", "H", "H", "H", "H", "H", "H", "H", "H", "H", "H", "H", "H", "H", "H", "H", "H", "H", "H", "H", "H", "H", "H", "H", "H", "H", "H", "H", "H", "H"], "coordinates": [[-3.519, -4.106, -1.321], [-1.431, 0.308, 0.972], [0.905, 0.579, -3.243], [-2.507, -1.265, -2.230], [0.677, 1.075, -4.578], [0.038, -2.287, -4.533], [-3.065, 4.101, -3.027], [4.537, 0.895, 1.965], [1.015, 1.527, -2.170], [-5.196, 3.643, -2.842], [1.605, -1.454, 5.225], [4.260, 0.613, -0.179], [-3.734, -2.096, 0.304], [2.197, -1.855, 3.158], [-0.546, -2.785, -2.362], [-1.299, -0.745, -1.647], [-1.006, 2.843, -0.532], [0.880, -1.892, -0.628], [4.194, 1.368, 0.754], [3.636, 2.761, 0.607], [-1.910, 0.384, -0.761], [-0.615, -2.026, -1.082], [2.151, -2.328, 7.445], [-0.547, -0.494, -2.979], [-0.306, -1.950, -3.425], [1.341, -3.100, 0.206], [1.070, -1.879, 6.486], [-4.137, 4.072, -3.564], [-2.949, -2.796, -0.236], [-1.449, -2.815, -0.055], [-1.819, 1.817, -1.318], [2.387, -0.392, -3.301], [1.880, -2.312, 4.223], [1.853, -3.801, 4.474], [-4.312, 4.416, -5.024], [3.172, 1.775, 3.782], [4.543, 1.707, 3.145], [2.864, -3.100, 0.380], [-6.887, 2.481, -4.173], [1.319, -0.626, 0.102], [-6.540, 3.691, -3.333], [-6.277, 2.429, -5.076], [2.899, -0.306, -2.343], [-1.156, -3.861, -0.115], [3.901, 3.125, -0.382], [2.864, -4.117, 4.731], [-0.926, 3.733, -1.160], [5.247, 1.208, 3.809], [1.176, -4.117, 5.263], [-6.719, 4.626, -3.867], [0.563, -0.995, 6.870], [1.568, -4.290, 3.546], [3.219, 2.339, 4.715], [2.549, 2.690, 0.659], [1.014, -4.044, -0.243], [-7.152, 3.716, -2.433], [0.010, 2.508, -0.331], [-1.252, -0.036, -3.671], [-1.514, 3.139, 0.384], [-2.957, 0.112, -0.708], [0.898, -3.000, 1.201], [3.147, -2.441, 1.193], [2.880, -1.530, 7.588], [-1.462, 1.815, -2.346], [-3.585, 5.185, -5.272], [2.379, -0.465, -0.081], [-5.304, 4.765, -5.293], [2.809, 0.768, 3.994], [1.215, -0.748, 1.185], [3.981, 3.470, 1.354], [-4.081, 3.526, -5.610], [2.949, 0.035, -4.128], [2.157, -1.429, -3.526], [-2.839, 2.199, -1.358], [0.769, 0.266, -0.172], [-7.935, 2.518, -4.471], [3.222, -4.104, 0.609], [2.681, -3.205, 7.074], [0.308, -2.644, 6.338], [2.449, 2.259, 3.125], [-1.247, -2.426, 0.941], [4.950, 2.696, 2.930], [-6.719, 1.568, -3.601], [3.357, -2.736, -0.525], [1.713, -2.577, 8.412], [1.480, -1.951, -1.536], [0.019, -3.625, -2.356]], "lowdin_charge": [0.65, 0.75, 0.68, -0.02, -0.30, 0.10, 0.11, 0.01, -0.31, 0.00, 0.00, 0.08, 0.06, 0.09, 0.14, -0.28, -0.13, -0.27, -0.52, 0.03, -0.49, -0.30, -0.06, -0.14, -0.47, -0.22, -0.23, -0.51, -0.78, -0.13, -0.25, -0.10, -0.50, 0.03, 0.02, -0.05, -0.23, -0.08, -0.06, -0.08, -0.24, 0.07, 0.06, 0.10, 0.10, 0.10, 0.08, 0.12, 0.07, 0.11, 0.12, 0.09, 0.08, 0.09, 0.11, 0.12, 0.04, 0.14, 0.07, 0.09, 0.09, 0.05, 0.08, 0.09, 0.09, 0.06, 0.07, 0.06, 0.07, 0.07, 0.10, 0.08, 0.06, 0.10, 0.02, 0.08, 0.07, 0.07, 0.11, 0.07, 0.11, 0.11, 0.08, 0.08, 0.08, 0.11, 0.16], "spin_multiplicity": 1, "charge": 0, "lumo_energy_ev": 0.417, "smiles": "CC[C@H](Cl)[C@@]1(F)[C@@H](S(C)(=O)=O)C(=O)N[C@@]1(CC(=O)Cl)[C@@H](C)CC.CCOC(C)=O.CCOC(C)=O.CCOC(C)=O", "e_homo_ha": -0.3580, "total_energy_ha": -3243.88764}

***

{"formula": "C3H6FIOS", "method": "ωB97M-V/def2-TZVPD", "species": ["I", "S", "F", "O", "C", "C", "C", "H", "H", "H", "H", "H", "H"], "coordinates": [[1.868, -0.841, 2.102], [-0.893, -1.342, 0.928], [-0.314, 1.324, 1.549], [0.656, 0.143, -0.510], [1.769, 1.064, -0.636], [-2.156, -0.978, -0.335], [0.358, -0.261, 0.731], [1.721, 1.807, 0.262], [-3.147, -0.834, 0.170], [2.694, 0.335, -0.713], [1.657, 1.601, -1.678], [-2.397, -1.865, -0.963], [-1.816, -0.154, -0.906]], "nbo_charge": [0.22, 0.38, -0.61, -0.53, -0.30, -0.75, 0.21, 0.25, 0.24, 0.20, 0.22, 0.23, 0.25], "de_lowest_kcal_mol": 24.1, "spin_multiplicity": 1, "charge": 0, "lumo_energy_ev": -0.052, "e_homo_ha": -0.3483, "total_energy_ha": -988.79908}

***

{"formula": "C37H45CoF3N2O4Te", "method": "ωB97M-V/def2-TZVPD", "species": ["Te", "Co", "F", "F", "F", "O", "O", "O", "O", "N", "N", "C", "C", "C", "C", "C", "C", "C", "C", "C", "C", "C", "C", "C", "C", "C", "C", "C", "C", "C", "C", "C", "C", "C", "C", "C", "C", "C", "C", "C", "C", "C", "C", "C", "C", "C", "C", "C", "H", "H", "H", "H", "H", "H", "H", "H", "H", "H", "H", "H", "H", "H", "H", "H", "H", "H", "H", "H", "H", "H", "H", "H", "H", "H", "H", "H", "H", "H", "H", "H", "H", "H", "H", "H", "H", "H", "H", "H", "H", "H", "H", "H", "H"], "coordinates": [[0.755, 0.454, 1.345], [-2.860, -0.083, -0.714], [-1.338, -6.797, 0.389], [-3.316, -7.226, -0.468], [-3.123, -6.683, 1.626], [-4.818, 0.009, -1.291], [-1.842, -0.140, -2.379], [-3.667, 0.073, 1.094], [-3.348, 2.490, -0.173], [-0.905, 0.228, -0.457], [-2.907, -2.267, -0.678], [-3.750, -4.485, -0.871], [-2.804, -4.941, 0.040], [-3.712, 2.598, 1.153], [-1.893, -4.080, 0.531], [-5.089, -0.112, 0.985], [-2.647, -6.411, 0.366], [3.008, -0.391, -3.850], [4.594, -1.658, 3.559], [-3.315, 1.309, 1.835], [3.360, 3.514, -1.553], [-1.943, -2.739, 0.145], [3.761, 0.036, -0.262], [-3.773, -3.156, -1.179], [1.300, 1.055, -3.005], [3.988, 4.383, -2.588], [1.660, -2.747, 1.426], [5.767, -2.325, 4.214], [4.354, -0.292, 3.729], [-3.738, 3.619, -0.939], [2.647, -1.838, 2.147], [3.254, 0.339, 3.107], [1.393, 3.033, -0.193], [2.121, 3.882, -1.019], [3.690, -2.396, 2.833], [-5.187, 0.341, -2.629], [-0.728, 0.044, -1.731], [1.913, 1.809, 0.100], [3.908, 2.329, -1.131], [2.430, -0.436, 2.285], [2.379, -1.493, -3.286], [0.640, -0.042, -2.413], [1.201, -1.296, -2.511], [-5.720, 0.453, -0.281], [3.208, 1.429, -0.355], [3.093, 1.781, 3.321], [2.475, 0.894, -3.702], [0.046, 3.450, 0.288], [-5.809, 1.228, -2.671], [0.839, 2.052, -2.907], [3.806, -3.482, 2.868], [4.354, -0.067, 0.660], [3.189, 2.375, 2.422], [-0.132, 4.527, 0.057], [-6.748, 0.090, -0.370], [-0.764, 2.876, -0.174], [3.915, -0.546, -4.487], [-4.258, 0.389, -3.220], [5.419, -3.105, 4.875], [4.088, 3.901, -3.556], [5.012, 4.668, -2.326], [-3.125, 4.481, -0.694], [3.826, 2.231, 4.007], [1.281, -2.230, 0.531], [-0.050, 3.373, 1.456], [4.890, 2.004, -1.475], [2.091, 2.011, 3.768], [4.384, -0.166, -1.126], [-3.745, 1.220, 2.823], [-5.808, -0.473, -2.998], [-4.516, -5.137, -1.209], [-4.755, 3.906, -0.685], [3.059, -0.730, -0.177], [-4.740, 2.865, 1.290], [-3.147, 3.369, 1.723], [5.041, 0.249, 4.372], [6.489, -2.678, 3.513], [-5.296, -1.174, 1.035], [0.774, -2.829, 2.060], [-5.716, 1.531, -0.235], [2.914, -2.455, -3.208], [-1.050, -4.454, 1.142], [6.160, -1.594, 4.899], [1.640, 4.799, -1.252], [-4.503, -2.750, -1.839], [2.937, 1.707, -4.260], [-3.568, 3.422, -2.047], [3.419, 5.319, -2.747], [2.171, -3.691, 1.200], [-5.688, 0.311, 1.785], [-2.207, 1.303, 1.864], [0.694, -2.158, -2.072], [-1.287, -2.008, 0.525]], "lowdin_spin": [0.37, 1.05, 0.00, 0.00, 0.00, 0.01, 0.01, 0.00, 0.02, 0.26, 0.04, 0.00, 0.00, 0.00, 0.00, 0.00, 0.00, 0.00, 0.00, 0.00, 0.01, 0.00, 0.00, 0.00, 0.00, 0.00, 0.02, 0.00, 0.01, 0.00, 0.00, 0.02, 0.01, 0.00, 0.00, 0.00, 0.03, 0.00, 0.00, 0.09, 0.00, 0.00, 0.00, 0.00, 0.01, 0.01, 0.00, 0.01, 0.00, 0.00, 0.00, 0.00, 0.00, 0.00, 0.00, 0.00, 0.00, 0.00, 0.00, 0.00, 0.00, 0.00, 0.00, 0.01, 0.00, 0.00, 0.00, 0.00, 0.00, 0.00, 0.00, 0.00, 0.00, 0.00, 0.00, 0.00, 0.00, 0.00, 0.00, 0.00, 0.00, 0.00, 0.00, 0.00, 0.00, 0.00, 0.00, 0.00, 0.00, 0.00, 0.00, 0.00, 0.00], "de_lowest_kcal_mol": 19.1, "spin_multiplicity": 3, "charge": 1, "lumo_energy_ev": [-2.358, -3.599], "e_homo_ha": [-0.3613, -0.3842], "total_energy_ha": -3797.45132}

***

{"formula": "C18H39FeO6P", "method": "ωB97M-V/def2-TZVPD", "species": ["Fe", "P", "O", "O", "O", "O", "O", "O", "C", "C", "C", "C", "C", "C", "C", "C", "C", "C", "C", "C", "C", "C", "C", "C", "C", "C", "H", "H", "H", "H", "H", "H", "H", "H", "H", "H", "H", "H", "H", "H", "H", "H", "H", "H", "H", "H", "H", "H", "H", "H", "H", "H", "H", "H", "H", "H", "H", "H", "H", "H", "H", "H", "H", "H", "H"], "coordinates": [[1.426, 0.777, -0.461], [-2.627, -1.065, 0.696], [1.260, -1.135, -1.237], [1.989, 1.131, -2.378], [3.198, -0.036, 0.147], [1.084, 0.512, 1.637], [-0.319, 1.663, -1.216], [1.530, 2.653, 0.255], [1.952, -2.022, -0.330], [-3.196, -2.185, -0.603], [1.758, -1.227, -2.606], [-2.261, -3.340, -0.967], [-5.028, 0.131, 1.399], [-3.666, 0.412, 0.730], [-2.526, -1.805, 2.343], [2.277, 0.033, 2.326], [0.952, 1.649, -3.250], [3.332, -1.465, -0.070], [-1.369, -2.776, 2.580], [0.592, 1.751, 2.200], [2.657, -0.043, -2.889], [1.420, 2.902, 1.669], [3.494, 0.375, 1.497], [-0.384, 1.326, -2.620], [0.986, 3.630, -0.645], [-0.396, 3.101, -0.983], [3.706, 1.439, 1.446], [3.778, -1.937, 0.806], [-0.607, 0.261, -2.654], [0.899, 3.844, 1.840], [2.163, -1.045, 2.430], [0.600, 1.692, 3.288], [2.416, 2.978, 2.100], [4.013, -1.609, -0.907], [-4.918, -0.085, 2.460], [-1.439, -3.175, 3.590], [-0.408, -2.267, 2.487], [2.845, 0.068, -3.957], [2.325, 0.462, 3.327], [2.269, -2.178, -2.753], [-2.492, -0.970, 3.047], [-5.648, 1.021, 1.300], [-3.796, 0.737, -0.305], [-1.068, 3.233, -0.135], [-5.554, -0.693, 0.921], [-1.387, -3.620, 1.894], [-1.198, 1.870, -3.100], [-3.416, -1.556, -1.468], [1.666, 3.703, -1.490], [1.117, 2.720, -3.349], [-3.130, 1.202, 1.261], [-0.439, 1.840, 1.858], [-2.696, -3.902, -1.791], [1.040, 1.203, -4.241], [4.386, -0.138, 1.858], [-4.162, -2.564, -0.242], [1.990, -3.029, -0.748], [0.880, -1.217, -3.251], [0.922, 4.604, -0.162], [-1.283, -2.976, -1.283], [-2.128, -4.034, -0.139], [-3.496, -2.297, 2.490], [-0.836, 3.593, -1.850], [3.613, -0.083, -2.375], [1.342, -2.040, 0.572]], "lowdin_spin": [0.01, 0.60, 0.00, 0.00, 0.00, 0.01, 0.01, 0.00, 0.00, 0.09, 0.00, 0.01, 0.04, 0.07, 0.09, 0.00, 0.00, 0.00, 0.01, 0.00, 0.00, 0.00, 0.00, 0.00, 0.00, 0.00, 0.00, 0.00, 0.00, 0.00, 0.00, 0.00, 0.00, 0.00, 0.00, 0.00, 0.00, 0.00, 0.00, 0.00, 0.00, 0.01, 0.00, 0.00, 0.00, 0.00, 0.00, 0.00, 0.00, 0.00, 0.00, 0.00, 0.00, 0.00, 0.00, 0.02, 0.00, 0.00, 0.00, 0.00, 0.00, 0.02, 0.00, 0.00, 0.00], "spin_multiplicity": 2, "charge": 3, "lumo_energy_ev": [-7.766, -11.076], "e_homo_ha": [-0.6735, -0.6897], "total_energy_ha": -2764.69241}

***

{"formula": "C42H38I2IrN6O3", "method": "ωB97M-V/def2-TZVPD", "species": ["Ir", "I", "I", "O", "O", "O", "N", "N", "N", "N", "N", "N", "C", "C", "C", "C", "C", "C", "C", "C", "C", "C", "C", "C", "C", "C", "C", "C", "C", "C", "C", "C", "C", "C", "C", "C", "C", "C", "C", "C", "C", "C", "C", "C", "C", "C", "C", "C", "C", "C", "C", "C", "C", "C", "H", "H", "H", "H", "H", "H", "H", "H", "H", "H", "H", "H", "H", "H", "H", "H", "H", "H", "H", "H", "H", "H", "H", "H", "H", "H", "H", "H", "H", "H", "H", "H", "H", "H", "H", "H", "H", "H"], "coordinates": [[-0.240, 0.044, 0.041], [2.101, -4.726, 1.168], [-3.424, -6.942, 0.493], [1.909, -0.018, 0.634], [0.517, -2.207, 0.175], [2.433, -1.726, 4.367], [-1.998, -1.749, -0.623], [-0.203, -0.312, 2.043], [0.948, -0.721, 2.587], [0.070, 0.499, -1.942], [-2.254, 0.725, 0.777], [0.251, 2.351, -0.015], [2.271, 4.271, 2.429], [0.417, 1.744, -2.291], [1.286, 4.836, 3.218], [-1.673, -2.975, -0.192], [0.711, -2.579, -3.924], [-4.758, 0.916, 1.959], [-3.278, 1.263, 0.122], [1.981, -0.590, 1.754], [1.953, 3.443, 1.359], [-1.476, -1.748, -4.441], [-0.289, -3.154, 0.224], [-1.287, -0.669, -3.591], [0.591, 3.175, 1.077], [5.563, -1.720, 1.784], [-0.799, -5.511, 0.698], [-3.868, -3.814, -0.679], [-0.043, 4.576, 2.937], [3.261, -1.146, 2.214], [0.100, -4.469, 0.650], [-1.869, 3.571, 1.573], [4.340, -1.182, 1.364], [-1.292, -0.227, 2.725], [5.721, -2.226, 3.091], [-0.494, -2.714, -4.590], [-4.163, -2.577, -1.192], [0.953, -1.498, -3.082], [-3.201, -1.567, -1.132], [-0.408, 3.757, 1.876], [0.475, 2.722, -1.277], [-0.081, -0.564, -2.874], [-2.122, -5.320, 0.318], [4.664, -2.214, 3.954], [-4.542, 1.382, 0.667], [-2.580, -4.054, -0.173], [-2.329, 0.415, -3.505], [0.802, 2.089, -3.700], [2.310, -1.333, -2.459], [0.753, 4.152, -1.651], [-2.448, 0.289, 2.044], [3.412, -1.689, 3.530], [3.066, 2.922, 0.493], [-3.699, 0.369, 2.654], [-0.819, 5.040, 3.533], [-0.656, -3.556, -5.251], [-4.603, -4.607, -0.688], [0.745, 1.220, -4.351], [-3.428, -0.584, -1.520], [-2.303, 2.806, 2.224], [-3.335, 0.003, -3.585], [3.315, 4.490, 2.618], [-2.021, 3.273, 0.539], [2.481, -0.315, -2.117], [4.736, -2.605, 4.960], [6.673, -2.624, 3.412], [0.683, 4.808, -0.786], [-2.413, 4.496, 1.759], [1.607, -1.354, 3.913], [4.224, -0.791, 0.362], [-1.321, -0.495, 3.775], [2.791, 1.996, 0.005], [3.087, -1.605, -3.174], [1.552, 5.497, 4.032], [-0.468, -6.486, 1.025], [3.968, 2.759, 1.083], [6.397, -1.755, 1.096], [1.747, 4.263, -2.090], [-2.400, -1.829, -5.001], [0.032, 4.487, -2.398], [0.161, 2.874, -4.104], [-3.069, 1.635, -0.874], [2.415, -1.990, -1.595], [-5.737, 0.996, 2.412], [-5.337, 1.835, 0.092], [-5.131, -2.373, -1.628], [-2.238, 0.988, -2.582], [1.497, -3.308, -4.081], [1.823, 2.473, -3.723], [-2.203, 1.111, -4.338], [-3.812, 0.000, 3.665], [3.317, 3.656, -0.279]], "lowdin_spin": [1.53, 0.05, 0.09, 0.09, 0.27, 0.21, 0.06, -0.01, 0.02, 0.22, 0.09, 0.37, 0.00, 0.19, 0.01, 0.06, 0.00, 0.00, 0.01, 0.02, 0.02, 0.00, 0.09, 0.01, 0.02, 0.27, 0.00, 0.03, 0.00, 0.12, 0.18, 0.00, 0.03, 0.00, 0.01, 0.00, 0.00, 0.00, 0.03, 0.02, 0.18, 0.02, 0.24, 0.14, 0.01, 0.01, 0.00, 0.02, 0.00, 0.02, 0.00, 0.16, 0.00, 0.00, 0.00, 0.00, 0.00, 0.00, 0.00, 0.00, 0.00, 0.00, 0.00, 0.00, 0.00, 0.00, 0.00, 0.00, 0.00, 0.00, 0.00, 0.00, 0.00, 0.00, 0.00, 0.00, 0.01, 0.01, 0.00, 0.01, 0.01, 0.00, 0.00, 0.00, 0.00, 0.00, 0.00, 0.00, 0.01, 0.00, 0.00, 0.00], "de_lowest_kcal_mol": 14.4, "spin_multiplicity": 6, "charge": 2, "lumo_energy_ev": [-6.132, -8.704], "e_homo_ha": [-0.3983, -0.4674], "total_energy_ha": -2876.66667}

***

{"formula": "C5H11O4Tl", "method": "ωB97M-V/def2-TZVPD", "species": ["Tl", "O", "O", "O", "O", "C", "C", "C", "C", "C", "H", "H", "H", "H", "H", "H", "H", "H", "H", "H", "H"], "coordinates": [[0.207, -1.341, 0.651], [-1.120, -1.544, 2.285], [-0.134, 0.927, 0.250], [0.901, -0.855, -1.444], [-2.305, 1.229, 0.850], [-0.019, 1.306, -1.128], [1.808, -1.718, -2.103], [-1.106, 1.492, 0.996], [1.127, 0.517, -1.708], [-1.647, -0.629, 3.165], [-0.727, 2.374, 1.536], [1.172, 0.701, -2.793], [1.560, -2.744, -1.810], [-0.960, 1.070, -1.642], [1.709, -1.616, -3.194], [-1.334, 0.308, 3.682], [-1.716, -1.171, 4.141], [-2.526, -0.025, 2.539], [2.845, -1.492, -1.808], [2.086, 0.829, -1.261], [0.178, 2.383, -1.205]], "lowdin_charge": [1.08, -0.56, -0.24, -0.47, 0.08, -0.13, -0.11, -0.30, -0.20, -0.37, 0.17, 0.14, 0.08, 0.15, 0.10, 0.04, 0.07, 0.09, 0.10, 0.14, 0.15], "de_lowest_kcal_mol": 100.0, "spin_multiplicity": 1, "charge": 0, "lumo_energy_ev": 0.201, "e_homo_ha": -0.2433, "total_energy_ha": -670.36005}